Record 1
{"formula": "C3H3ClO", "method": "the ωB97M-V functional and the def2-TZVPD basis", "homo_ev": -9.685, "orbital_gap_ev": 9.48, "molar_mass_g_mol": 90.51, "e_above_lowest_kj_mol": 269.1, "spin_multiplicity": 1, "species": ["C", "H", "C", "C", "O", "Cl", "H", "H"], "coordinates": [[0.102, -1.127, -0.503], [0.116, -2.314, -0.723], [-0.360, 1.272, -0.843], [-0.110, -0.095, -1.460], [0.146, 1.720, 0.210], [0.120, -0.800, 1.177], [-1.473, 1.984, -1.521], [0.357, -0.126, -2.624]]}

***

Record 2
{"formula": "C7H16ClILaN2O3P", "method": "the ωB97M-V functional and the def2-TZVPD basis", "homo_ev": -14.377, "orbital_gap_ev": 6.60, "total_charge": 2, "molar_mass_g_mol": 508.45, "e_above_lowest_kj_mol": 108.8, "spin_multiplicity": 1, "species": ["H", "H", "H", "La", "O", "C", "H", "H", "I", "H", "H", "C", "H", "H", "N", "H", "H", "C", "H", "O", "H", "O", "P", "H", "C", "H", "C", "C", "H", "C", "Cl", "N"], "coordinates": [[-2.831, 2.150, 1.215], [-0.841, 2.582, -2.286], [5.523, 0.739, -4.436], [0.008, -0.885, 0.686], [-1.208, -1.969, 2.179], [-0.288, 1.850, -1.691], [7.011, 1.022, -3.472], [-2.516, 3.249, -0.193], [3.356, -0.401, -2.370], [-2.508, -0.317, -2.086], [-3.633, 0.148, -0.772], [-0.703, 0.431, 2.588], [6.312, -0.627, -3.600], [-1.247, 2.972, 1.072], [-2.577, -2.152, 3.978], [-1.542, -4.530, 3.951], [0.115, 1.045, -2.321], [-2.860, 0.513, -1.460], [-2.882, -1.192, 3.849], [-0.914, 0.802, 3.627], [0.547, 2.325, -1.158], [5.487, 1.426, -1.367], [-1.514, 1.237, -0.529], [-0.474, -4.199, 2.575], [5.229, 0.690, -2.333], [-2.968, -2.743, 4.697], [-1.660, -2.673, 3.151], [-2.087, 2.545, 0.520], [-3.226, 1.345, -2.064], [6.078, 0.444, -3.536], [-0.004, -1.915, -1.660], [-1.182, -3.914, 3.246]]}

***

Record 3
{"formula": "C18H24BF6N6Rh", "method": "the ωB97M-V functional and the def2-TZVPD basis", "s2": 6.01, "homo_ev": [-8.218, -8.717], "orbital_gap_ev": [8.88, 6.84], "molar_mass_g_mol": 552.14, "spin_multiplicity": 5, "species": ["C", "H", "C", "C", "C", "F", "H", "F", "C", "N", "N", "F", "H", "C", "N", "H", "H", "C", "F", "H", "C", "H", "H", "H", "H", "C", "C", "H", "C", "H", "H", "H", "C", "C", "C", "H", "H", "H", "H", "C", "H", "H", "B", "H", "F", "C", "H", "N", "C", "H", "N", "N", "F", "H", "Rh", "C"], "coordinates": [[3.669, 0.493, -2.911], [4.721, 0.715, -2.978], [1.741, -0.743, 2.254], [-2.740, -1.973, 2.182], [2.754, 0.133, -3.888], [-0.116, 3.261, -0.434], [4.856, 0.137, -0.466], [-1.023, 1.543, -3.342], [-0.213, -2.670, -1.378], [3.057, 0.515, -1.724], [-0.415, 1.399, 1.664], [0.718, 2.798, -2.974], [0.817, -2.802, -1.064], [-2.842, -2.339, -2.232], [1.866, -0.283, 1.001], [-2.357, -0.330, 0.864], [-3.350, -2.591, 1.514], [2.898, -0.470, 2.974], [-1.268, 3.635, -2.852], [2.928, 0.019, -4.943], [-2.184, -1.305, -1.581], [-0.369, -4.663, -2.210], [0.027, 2.278, 1.411], [-2.357, 2.170, 1.551], [-1.569, 2.426, 3.103], [-0.532, 2.542, -2.592], [-0.866, -1.459, -1.146], [-3.949, -0.314, 1.578], [-2.895, -0.508, 1.796], [-1.016, -2.571, 1.249], [-3.133, -2.118, 3.192], [0.192, 0.969, 2.356], [3.716, 0.184, 2.065], [-0.594, 2.167, -1.109], [-0.859, -3.717, -2.021], [-3.215, 0.796, 3.488], [-3.860, -2.237, -2.583], [-1.689, -0.062, 3.530], [-2.711, -0.370, -1.431], [-2.385, 0.458, 2.863], [-1.195, -3.201, 2.741], [4.720, 0.562, 2.164], [3.841, 0.786, -0.395], [0.591, -0.327, -3.545], [-2.800, -4.536, -3.057], [1.569, -0.047, -3.190], [0.820, -1.234, 2.540], [1.762, 0.190, -1.888], [-1.717, 1.700, 2.298], [3.117, -0.719, 3.997], [3.082, 0.282, 0.894], [-1.327, -2.361, 2.192], [-1.940, 2.087, -0.818], [4.067, 1.966, -0.271], [0.190, 0.157, -0.333], [-2.164, -3.526, -2.432]]}

***

Record 4
{"formula": "C28H21Br2N3O2S6Zr", "method": "the ωB97M-V functional and the def2-TZVPD basis", "homo_ev": -1.012, "orbital_gap_ev": 4.50, "total_charge": -2, "molar_mass_g_mol": 874.93, "e_above_lowest_kj_mol": 50.2, "spin_multiplicity": 1, "species": ["C", "C", "C", "H", "H", "C", "Br", "C", "H", "N", "S", "H", "H", "H", "Br", "H", "H", "Zr", "C", "H", "C", "C", "C", "H", "H", "C", "S", "H", "O", "H", "C", "N", "C", "H", "C", "C", "S", "C", "H", "H", "H", "S", "C", "S", "C", "C", "C", "C", "H", "C", "O", "C", "C", "C", "C", "C", "C", "H", "C", "H", "S", "N", "H"], "coordinates": [[0.266, 2.472, 2.903], [6.695, -0.764, 3.422], [-2.692, -0.072, -0.052], [-4.212, -1.604, -0.483], [-2.604, -1.873, -1.334], [-0.630, 3.176, -3.792], [-3.599, 1.659, 6.646], [0.881, -2.610, -2.429], [1.924, -5.063, -4.563], [-2.512, -2.262, 0.816], [8.236, -0.927, 3.849], [-3.514, -4.020, 1.553], [-2.541, -4.285, 0.113], [-1.825, 1.543, -6.527], [2.088, -2.715, 1.000], [2.148, -3.089, -6.132], [-0.032, 5.131, 3.753], [1.314, -0.338, 1.675], [0.627, -0.021, -1.465], [-1.556, 1.101, 4.515], [-2.508, 2.754, 5.605], [-1.854, -1.398, 1.627], [0.741, 0.179, -0.223], [-3.592, 0.542, 0.066], [-1.803, 3.747, -5.532], [-1.672, 2.201, 4.608], [5.306, -1.386, 4.297], [-1.979, 0.306, -0.784], [0.109, 1.186, 2.596], [-0.594, -0.390, -5.503], [1.707, -4.044, -4.178], [-1.659, 4.939, 5.025], [0.502, -0.243, -2.842], [1.790, -0.841, -5.247], [-2.599, -3.715, 1.031], [1.868, -2.966, -5.076], [3.444, 1.111, 1.432], [1.257, -3.839, -2.878], [-1.395, 0.567, 1.656], [1.161, -4.672, -2.229], [0.560, -2.403, -1.409], [2.437, -0.478, 4.015], [-3.091, -1.523, -0.379], [-0.794, -1.818, 2.928], [-0.014, 2.128, -3.148], [1.067, -1.503, -3.272], [-0.054, 0.822, -3.712], [-1.212, 2.914, -5.054], [0.467, 2.236, -2.177], [-2.465, 4.197, 5.757], [1.159, 3.184, 2.447], [-0.760, 3.035, 3.912], [4.064, -0.454, 3.577], [-0.802, 4.436, 4.160], [1.586, -1.702, -4.603], [-0.651, 0.569, -4.942], [4.508, 0.273, 2.475], [-3.068, 4.681, 6.500], [-1.360, 1.633, -5.558], [-0.649, 4.192, -3.343], [6.185, 0.180, 2.014], [-1.990, -0.132, 1.204], [-1.816, -3.944, 1.688]]}

***

Record 5
{"formula": "C20H48AlO7", "method": "the ωB97M-V functional and the def2-TZVPD basis", "homo_ev": -4.502, "orbital_gap_ev": 7.13, "total_charge": -1, "molar_mass_g_mol": 427.58, "spin_multiplicity": 1, "species": ["H", "H", "O", "C", "C", "H", "H", "C", "H", "H", "O", "H", "C", "C", "H", "O", "H", "H", "C", "O", "H", "H", "H", "C", "H", "H", "H", "H", "H", "C", "H", "H", "O", "H", "H", "H", "H", "C", "H", "H", "H", "H", "C", "H", "H", "H", "H", "H", "H", "C", "H", "C", "H", "C", "H", "H", "C", "C", "C", "H", "Al", "C", "C", "H", "H", "H", "H", "C", "H", "O", "H", "C", "O", "H", "H", "H"], "coordinates": [[3.911, 1.309, 1.033], [-1.910, 2.606, 4.133], [-4.636, -0.417, 0.525], [-7.143, -2.133, 0.493], [-8.703, 0.908, 1.809], [1.869, 2.812, -0.185], [-6.161, -2.125, 0.976], [-1.083, 2.955, 2.037], [4.261, -1.287, 0.408], [-9.314, 0.984, 0.904], [7.270, -2.621, -3.141], [-6.610, -0.227, -2.169], [2.780, 1.201, 1.315], [-4.923, -0.438, -0.872], [-3.287, -1.048, 1.926], [-7.045, -1.722, -0.879], [-8.235, 1.880, 1.984], [2.824, 3.901, 1.753], [-6.435, -0.444, -1.109], [2.387, 1.868, 2.566], [-3.387, -2.069, 0.481], [6.727, -1.750, -0.711], [5.619, -1.079, -6.342], [5.576, -3.226, -4.848], [4.153, -2.025, -6.768], [7.824, -0.714, -2.752], [6.160, -0.110, -1.142], [0.209, 0.469, 2.900], [-7.467, -3.179, 0.460], [6.182, -1.160, -1.456], [6.374, -3.063, -5.581], [-2.635, 1.367, 2.909], [-7.675, -0.054, 1.636], [-2.570, -0.472, 0.400], [-9.103, -1.254, 0.703], [-8.405, -1.869, 2.229], [-2.416, 2.195, 0.224], [6.200, -3.514, -3.480], [2.929, 4.594, 4.640], [6.656, -4.509, -3.521], [6.301, -0.827, -3.619], [4.968, -4.081, -5.163], [2.217, 3.923, 3.994], [-0.249, -0.339, 0.928], [0.094, 1.235, 4.656], [4.018, -0.501, -5.855], [0.035, 3.312, 2.212], [5.451, -3.551, -2.686], [1.239, 4.479, 3.630], [-1.292, 2.436, 0.495], [-1.739, 3.947, 2.142], [4.320, -2.093, -0.328], [-1.086, -0.139, 4.138], [-1.636, 1.924, 3.193], [2.482, 1.199, -0.945], [-0.982, 3.345, -0.211], [-0.532, 0.835, 3.729], [-8.184, -1.344, 1.293], [2.997, 3.204, 2.701], [-9.325, 0.652, 2.670], [-0.014, 0.887, -0.044], [1.900, 1.647, -0.006], [-3.398, -1.033, 0.838], [4.138, 3.144, 2.987], [4.946, -2.909, 0.047], [-4.484, 0.462, -1.312], [-4.480, -1.322, -1.344], [6.886, -1.278, -2.811], [1.840, 3.010, 4.655], [4.717, -2.090, -4.776], [-6.942, 0.342, -0.546], [4.625, -1.396, -6.009], [4.828, -1.603, -1.559], [3.317, -2.489, -0.506], [-0.326, 0.433, -1.541], [2.583, 0.037, 1.463]]}